Entry 1:
{
  "formula": "C3H5Cl2F",
  "method": "ωB97M-V/def2-TZVPD",
  "de_lowest_kcal_mol": 26.2,
  "homo_energy_ha": -0.415,
  "smiles": "CCC(F)(Cl)Cl",
  "lumo_ha": 0.0214,
  "elements": ["C", "C", "C", "H", "H", "H", "H", "H", "F", "Cl", "Cl"],
  "positions_angstrom": [[-1.3780, -0.3112, -0.1034], [0.0687, -0.4130, -0.2444], [1.0351, 0.5123, 0.3728], [-1.8889, -1.3164, -0.5298], [-1.6142, -0.3081, 1.0710], [-1.5634, 0.6186, -0.5296], [0.4215, -1.4358, -0.1210], [0.3765, -0.1500, -1.1949], [1.2391, 0.5214, 1.7548], [0.5265, 2.1858, -0.1649], [2.7773, 0.0963, -0.3106]],
  "forces_ev_per_angstrom": [[-1.650, -3.059, 3.514], [2.005, -2.365, 0.705], [1.969, 1.366, 1.609], [0.998, 2.851, 0.647], [0.101, 0.150, -2.595], [-1.800, 1.328, -0.810], [0.229, -0.048, 0.340], [0.028, -0.113, -2.760], [-0.816, -0.073, -1.916], [0.739, -0.627, 0.646], [-1.805, 0.590, 0.620]]
}

=====

Entry 2:
{
  "formula": "C3H5Cl2N3O",
  "method": "ωB97M-V/def2-TZVPD",
  "homo_energy_ha": [-0.609, -0.743],
  "total_charge": 2,
  "spin_multiplicity": 3,
  "lumo_ha": [-0.3738, -0.4965],
  "elements": ["C", "C", "C", "N", "N", "N", "O", "Cl", "Cl", "H", "H", "H", "H", "H"],
  "positions_angstrom": [[-0.1089, 1.6955, -0.8577], [-1.6257, 0.8056, 0.8434], [0.2119, -0.7374, 0.3800], [0.7054, 0.6947, -1.0421], [-0.9549, 1.7996, 0.2138], [-1.0928, -0.4361, 0.8428], [1.0394, 0.4295, -2.3079], [-0.0788, 3.0390, -1.8929], [-3.0160, 1.1433, 1.6907], [0.2840, -1.6269, -0.0416], [0.9285, -0.3144, 1.1611], [-1.2726, 2.8061, 0.1515], [-1.6175, -1.1294, 1.3485], [2.0071, 0.2397, -2.2936]],
  "forces_ev_per_angstrom": [[-1.014, 1.406, -0.681], [0.715, -3.411, 1.062], [-0.201, 2.341, 6.656], [1.556, 0.419, -3.360], [0.787, 2.949, -2.064], [-1.269, 2.996, -0.463], [0.009, 1.395, 1.109], [0.079, -0.600, 0.448], [0.208, 0.109, -0.273], [0.696, -3.916, -1.925], [-0.401, -0.873, -1.661], [-0.500, -1.494, 1.197], [-0.567, -0.595, 0.045], [-0.097, -0.725, -0.090]]
}

=====

Entry 3:
{
  "formula": "C3H5Cl2NS2",
  "method": "ωB97M-V/def2-TZVPD",
  "de_lowest_kcal_mol": 35.5,
  "homo_energy_ha": [-0.291, -0.291],
  "smiles": "C/[N+]([S-])=C/Cl.S=CCl",
  "lumo_ha": [-0.0117, -0.0117],
  "elements": ["C", "C", "C", "N", "S", "S", "Cl", "Cl", "H", "H", "H", "H", "H"],
  "positions_angstrom": [[0.5845, 1.6732, 0.2334], [3.5722, -0.9592, 0.0896], [-0.5977, -0.2338, -0.5017], [0.1569, 0.4396, 0.5204], [2.3482, -1.9080, 0.4531], [0.3808, -0.3207, 1.9985], [1.3118, 2.5492, 1.4381], [3.8478, 0.0201, -1.2743], [0.2541, 1.8633, -0.7813], [4.2475, -0.9000, 0.9239], [-0.0622, -1.1314, -0.8181], [-1.4133, -0.8715, -0.0128], [-1.0684, 0.4741, -1.2115]],
  "forces_ev_per_angstrom": [[-1.660, -3.549, 0.013], [-0.414, -0.748, 1.317], [-2.171, -2.220, 0.576], [0.738, 2.237, 0.606], [-0.378, -0.347, -0.683], [-0.201, -0.270, 0.232], [0.318, 0.742, -0.370], [0.065, 0.238, -0.346], [0.766, 1.552, 0.152], [1.021, 0.681, -0.377], [0.703, 0.769, -1.008], [0.551, 1.653, -0.172], [0.661, -0.738, 0.061]]
}

=====

Entry 4:
{
  "formula": "C3H5Cl3N2",
  "method": "ωB97M-V/def2-TZVPD",
  "de_lowest_kcal_mol": 41.8,
  "homo_energy_ha": -0.346,
  "lumo_ha": 0.0162,
  "elements": ["C", "C", "C", "H", "H", "H", "H", "H", "N", "N", "Cl", "Cl", "Cl"],
  "positions_angstrom": [[-0.1052, -0.6114, 0.9088], [-0.6860, -0.4494, -0.4898], [-0.9845, 1.0813, -0.5828], [1.7413, -0.2960, -0.8083], [3.0821, -0.3771, 0.5546], [-0.8130, -0.9019, 1.6272], [0.0377, -0.7807, -1.1931], [-1.9131, 1.4229, -1.2579], [2.1366, -0.7681, 0.0824], [1.1764, -0.8187, 1.1485], [-2.2747, -1.3541, -0.3422], [0.4344, 2.0019, -0.5923], [-1.8320, 1.8513, 0.9448]],
  "forces_ev_per_angstrom": [[4.362, -1.656, -1.339], [-1.689, 1.836, 3.059], [-4.295, 0.652, -0.095], [1.744, -0.486, 2.182], [-3.150, -0.956, -2.040], [-0.490, 0.178, 1.346], [-0.244, -0.499, -1.218], [2.874, -1.035, 0.556], [-0.036, 1.450, 1.310], [-1.503, 0.706, -1.262], [0.945, 0.373, -1.055], [1.534, 0.614, -1.230], [-0.050, -1.177, -0.211]]
}

=====

Entry 5:
{
  "formula": "C3H5Cl3OSi",
  "method": "ωB97M-V/def2-TZVPD",
  "de_lowest_kcal_mol": 30.8,
  "homo_energy_ha": -0.370,
  "smiles": "C=C[Si](Cl)(Cl)[C@@H](O)Cl",
  "lumo_ha": 0.0117,
  "elements": ["C", "C", "C", "O", "Si", "Cl", "Cl", "Cl", "H", "H", "H", "H", "H"],
  "positions_angstrom": [[0.3501, -1.0265, -0.1273], [0.8881, 0.1849, -0.4814], [-0.8911, 1.6940, 1.0841], [-1.5166, 0.5512, 1.6483], [1.0190, 1.5089, 0.8440], [-1.1216, 3.1093, 2.2823], [1.9256, 3.0271, 0.1139], [1.6469, 0.7364, 2.6655], [0.0419, -1.7098, -0.8355], [-0.0991, -1.2746, 0.8172], [1.2085, 0.3851, -1.5757], [-1.5497, 2.0102, 0.2856], [-0.8488, 0.1384, 2.2879]],
  "forces_ev_per_angstrom": [[0.405, 3.151, -0.220], [0.516, -1.676, -0.245], [-0.575, 0.139, 1.868], [2.068, -0.088, 0.672], [-2.766, -3.306, -0.032], [0.161, -0.044, -0.124], [1.392, 2.389, -0.619], [-0.005, 0.374, -0.510], [-0.085, -1.518, -1.786], [0.510, 0.260, 0.603], [-0.617, -0.441, 1.928], [0.437, -0.096, -0.508], [-1.441, 0.856, -1.028]]
}

=====

Entry 6:
{
  "formula": "C3H5Cl3OSi",
  "method": "ωB97M-V/def2-TZVPD",
  "de_lowest_kcal_mol": 17.2,
  "homo_energy_ha": -0.341,
  "smiles": "C=C[C@@H](O)[Si](Cl)(Cl)Cl",
  "lumo_ha": 0.0120,
  "elements": ["C", "C", "C", "O", "Si", "Cl", "Cl", "Cl", "H", "H", "H", "H", "H"],
  "positions_angstrom": [[-0.9060, -0.9691, 0.9453], [-0.1680, -0.2335, 0.1561], [-0.2339, 1.2584, 0.0414], [0.9279, 1.7799, -0.6661], [-2.0818, 1.6972, -1.1199], [-2.5179, 0.1348, -2.2682], [-1.3038, 3.2310, -2.2004], [-3.7675, 2.4049, -0.1668], [-0.7364, -2.0828, 0.9839], [-1.6275, -0.7513, 1.7649], [0.6112, -0.6461, -0.3174], [-0.4205, 1.8070, 0.9192], [0.7645, 1.4452, -1.4821]],
  "forces_ev_per_angstrom": [[-0.765, -3.015, 1.947], [-2.109, 2.871, 2.187], [-1.293, -0.236, -2.650], [-1.244, 0.842, 4.604], [2.402, 0.684, 1.796], [-0.352, -0.688, -0.536], [-0.253, 0.313, -0.508], [0.458, -0.364, -0.079], [0.070, 1.214, -0.338], [0.348, 0.784, -1.164], [2.552, -1.669, -2.211], [0.177, 0.525, 1.233], [0.009, -1.261, -4.280]]
}

=====

Entry 7:
{
  "formula": "C3H5Cl4KN2",
  "method": "ωB97M-V/def2-TZVPD",
  "de_lowest_kcal_mol": 0.0,
  "homo_energy_ha": [-0.295, -0.197],
  "lumo_ha": [-0.0354, -0.0783],
  "elements": ["K", "Cl", "C", "Cl", "Cl", "C", "N", "Cl", "C", "H", "H", "N", "H", "H", "H"],
  "positions_angstrom": [[0.5520, 0.7814, 1.1251], [-1.4069, -3.3154, -2.5180], [-1.6921, -3.3064, -0.6151], [-3.8232, -3.2771, -0.1142], [-1.2651, -4.7531, 0.2967], [-1.1872, -2.2468, 0.2539], [-1.1792, -1.1278, 0.5877], [3.4193, -0.3471, 0.2711], [3.0804, 1.1380, 0.2368], [2.9588, 1.6203, -0.6808], [3.8425, 1.3950, 0.9879], [-0.7937, 3.1671, 0.1552], [-1.5376, 3.5075, 0.8781], [-1.0164, 2.8701, -0.8245], [0.0485, 3.8943, -0.0397]],
  "forces_ev_per_angstrom": [[-0.903, -0.137, 0.249], [0.194, 0.134, 2.635], [0.787, -0.222, 0.638], [-1.056, 0.185, -0.062], [0.332, -0.762, -0.876], [-0.725, 1.016, -3.110], [0.620, -0.243, 0.796], [0.518, -8.947, -0.970], [1.610, 5.431, 2.160], [-0.392, 0.960, -1.203], [-1.036, 2.612, -0.253], [2.298, 1.865, -0.147], [1.699, -0.587, -2.736], [-0.923, 0.539, 1.702], [-3.023, -1.847, 1.176]]
}

=====

Entry 8:
{
  "formula": "C3H5ClN2",
  "method": "ωB97M-V/def2-TZVPD",
  "de_lowest_kcal_mol": 39.0,
  "homo_energy_ha": -0.319,
  "smiles": "C=CN=C=N.Cl",
  "lumo_ha": 0.0350,
  "elements": ["C", "C", "C", "N", "N", "Cl", "H", "H", "H", "H", "H"],
  "positions_angstrom": [[0.4026, 0.0262, -0.5362], [-0.3156, 1.1318, -0.7248], [-1.4717, -0.8802, 0.2401], [-0.2499, -1.0523, 0.1531], [-2.6000, -0.5127, 0.1166], [4.1051, -0.2143, 1.1528], [1.2794, -0.2177, -1.0176], [0.1194, 1.9933, -1.3152], [-1.2331, 1.3684, -0.2755], [3.5300, -1.0336, 1.8770], [-3.5664, -0.6089, 0.3297]],
  "forces_ev_per_angstrom": [[-3.501, 0.439, 0.658], [3.038, 2.115, -1.665], [0.594, 0.030, -0.339], [-0.439, -0.339, 0.328], [-0.219, -0.530, 0.281], [0.738, 1.047, -0.931], [1.948, -0.350, -0.599], [-0.401, -1.207, 0.665], [-1.015, -0.043, 0.531], [-0.765, -1.047, 0.913], [0.023, -0.116, 0.158]]
}

=====

Entry 9:
{
  "formula": "C3H5ClN2O2",
  "method": "ωB97M-V/def2-TZVPD",
  "de_lowest_kcal_mol": 91.8,
  "homo_energy_ha": -0.349,
  "smiles": "C#[N+][O-].CNC(=O)Cl",
  "lumo_ha": 0.0161,
  "elements": ["C", "C", "C", "N", "N", "O", "O", "Cl", "H", "H", "H", "H", "H"],
  "positions_angstrom": [[0.3973, -0.5298, 3.3065], [-0.4053, -0.0134, -0.4315], [0.4847, 1.1168, -2.4969], [-0.4561, 0.1982, -1.7527], [0.0159, -1.3630, 4.0141], [0.3759, 0.4072, 0.3923], [-0.4873, -1.9516, 4.9196], [-1.5538, -1.3404, 0.1196], [0.3624, 0.0934, 2.4719], [1.2819, 1.4800, -1.8197], [1.0710, 0.5221, -3.3395], [-0.1415, 1.8166, -3.0484], [-0.9451, -0.4362, -2.3351]],
  "forces_ev_per_angstrom": [[0.158, -1.112, 0.476], [1.117, -1.132, 0.934], [0.829, -2.234, -0.921], [1.336, 1.203, -0.248], [-0.513, 1.980, 0.058], [-1.017, 0.347, -1.123], [0.061, -1.465, 0.571], [0.280, 0.783, -0.553], [0.303, 0.536, -1.069], [-0.958, 0.265, -0.346], [-1.298, 0.834, 1.810], [0.418, 0.513, 0.464], [-0.716, -0.517, -0.053]]
}

=====

Entry 10:
{
  "formula": "C3H5ClN2O3",
  "method": "ωB97M-V/def2-TZVPD",
  "de_lowest_kcal_mol": 106.4,
  "homo_energy_ha": -0.354,
  "smiles": "O=[N+]([O-])CCl.CC#[N+][O-]",
  "lumo_ha": -0.0065,
  "elements": ["C", "C", "C", "N", "N", "O", "O", "O", "Cl", "H", "H", "H", "H", "H"],
  "positions_angstrom": [[0.8737, -0.8553, -0.7864], [-2.1301, 1.7161, 1.2122], [0.9652, 0.5603, -0.2992], [1.3568, 1.5937, 0.0931], [-2.5171, 0.5467, 0.3826], [1.6397, 2.6924, 0.5058], [-3.3784, -0.1627, 0.7865], [-1.9620, 0.5003, -0.6847], [-2.6915, 1.4419, 2.9257], [1.5973, -0.9919, -1.6988], [1.1883, -1.4925, 0.0805], [-0.2086, -1.0901, -0.9288], [-1.0367, 1.9093, 1.4253], [-2.7014, 2.5651, 0.8347]],
  "forces_ev_per_angstrom": [[0.617, 0.235, 0.197], [0.477, 0.753, 2.916], [1.094, 1.036, 0.329], [-1.080, -2.255, -0.888], [0.585, 0.902, 0.238], [0.094, 0.357, 0.162], [-0.787, -1.069, 0.051], [0.368, -0.238, -0.913], [0.061, 0.266, -0.720], [-1.742, 0.066, 1.691], [0.039, 0.368, -0.926], [1.063, 0.118, -0.571], [-1.208, -0.455, -1.441], [0.421, -0.084, -0.125]]
}

=====

Entry 11:
{
  "formula": "C3H5ClN3O2S2",
  "method": "ωB97M-V/def2-TZVPD",
  "de_lowest_kcal_mol": 0.0,
  "homo_energy_ha": -0.149,
  "smiles": "CNn1ncc(=[S@](=O)([O-])Cl)s1",
  "total_charge": -1,
  "lumo_ha": 0.1232,
  "elements": ["C", "C", "C", "N", "N", "N", "O", "O", "S", "S", "Cl", "H", "H", "H", "H", "H"],
  "positions_angstrom": [[-1.8250, 0.4375, -0.5903], [-1.6422, 0.6326, 0.8252], [1.8854, -2.0427, -0.3026], [-1.2100, -0.4790, -1.2232], [-0.2961, -1.2384, -0.3982], [0.9663, -1.1153, -0.9104], [-0.4581, 2.4270, 2.3642], [-1.8722, 3.2273, 0.5290], [-0.5462, -0.6211, 1.3599], [-0.9762, 2.2180, 1.0374], [0.8021, 2.4943, -0.1935], [-2.5081, 1.0746, -1.1302], [1.4851, -3.0474, -0.4290], [2.8463, -1.9625, -0.8097], [2.0256, -1.8518, 0.7689], [1.3233, -0.1529, -0.8975]],
  "forces_ev_per_angstrom": [[-0.595, -0.453, -0.188], [1.427, 0.917, 0.541], [-0.146, 0.019, 0.027], [1.061, -0.754, 0.066], [-1.536, 0.449, 0.389], [0.758, 0.552, -0.742], [0.145, -0.265, -0.270], [0.152, -0.169, -0.326], [-0.151, -0.454, -0.510], [-1.092, 0.609, 1.095], [0.117, -0.128, -0.117], [-0.043, 0.075, -0.250], [0.074, -0.086, 0.011], [0.043, -0.031, 0.026], [0.070, -0.044, 0.078], [-0.284, -0.236, 0.171]]
}

=====

Entry 12:
{
  "formula": "C3H5ClNO2",
  "method": "ωB97M-V/def2-TZVPD",
  "de_lowest_kcal_mol": 32.2,
  "homo_energy_ha": -0.531,
  "smiles": "[NH3+]/C(=C\\O)C(=O)Cl",
  "total_charge": 1,
  "lumo_ha": -0.1913,
  "elements": ["C", "C", "C", "N", "O", "O", "Cl", "H", "H", "H", "H", "H"],
  "positions_angstrom": [[-0.9875, 1.0102, 0.0625], [0.3091, 0.1368, -0.2034], [1.5905, 0.7426, -0.0856], [0.0517, -1.2749, -0.1200], [2.0034, 1.8273, -0.0446], [-2.1335, 0.3911, 0.1418], [2.7977, -0.7865, 0.0821], [-0.9764, 2.1128, 0.2137], [-0.5862, -1.7617, 0.6011], [1.1892, -1.6023, 0.0017], [-0.2451, -1.7020, -0.9997], [-3.0128, 0.9066, 0.3503]],
  "forces_ev_per_angstrom": [[3.748, -2.002, -0.710], [-7.197, 3.955, 1.751], [0.376, -1.455, 0.268], [1.828, -2.506, 0.265], [-0.028, 0.285, -0.107], [-1.303, 0.578, 0.329], [0.210, 0.528, -0.070], [0.371, -0.868, -0.269], [1.259, 1.721, -0.700], [-1.962, 0.276, 0.035], [0.032, 0.294, -0.237], [2.665, -0.807, -0.554]]
}